# C38H102Li2N6O18

A molecular structure, C38H102Li2N6O18 (the ωB97M-V functional and the def2-TZVPD basis, the OMol25 dataset).

For the frontier orbital gap, the calculation gives 7.385 eV. For the electronic energy, the calculation gives -87259.9278 eV. As for the maximum force: 2.40 eV Å⁻¹. The net charge is 0. The calculation puts the LUMO energy at -0.14 eV. The molar mass is 945.14 g/mol. The calculation puts the highest occupied orbital energy at -7.52 eV.

Geometry (Å):
1 Li 2.519 1.116 0.836
2 Li 0.575 -1.604 2.595
3 O -1.321 -1.967 1.821
4 C -1.140 -1.169 0.685
5 C 0.324 -0.934 0.116
6 O 1.445 -0.613 0.959
7 H -1.615 -0.189 0.868
8 H -1.657 -1.548 -0.211
9 H 0.182 -0.212 -0.701
10 H 0.586 -1.862 -0.412
11 C -1.446 2.603 4.237
12 O -0.833 1.396 4.606
13 C -1.601 0.263 4.277
14 C -0.985 -1.049 4.808
15 N 0.489 -0.983 4.695
16 C 1.215 -1.913 5.565
17 C 0.921 -1.864 7.057
18 O 0.734 -0.504 7.421
19 C 0.148 -0.382 8.701
20 H -0.747 3.389 3.951
21 H -2.046 3.019 5.055
22 H -2.166 2.435 3.430
23 H -1.581 0.163 3.184
24 H -2.642 0.293 4.605
25 H -1.380 -1.915 4.283
26 H -1.234 -1.035 5.876
27 H 0.677 -0.074 5.116
28 H 2.279 -1.697 5.436
29 H 1.122 -2.947 5.221
30 H 1.766 -2.296 7.604
31 H 0.055 -2.485 7.305
32 H -0.876 -0.753 8.785
33 H 0.161 0.661 9.014
34 H 0.778 -0.899 9.433
35 C 4.387 1.465 -4.743
36 O 3.759 1.265 -3.501
37 C 4.159 0.091 -2.782
38 C 3.570 0.237 -1.391
39 N 4.132 1.214 -0.432
40 C 4.469 2.500 -1.032
41 C 5.053 3.396 0.042
42 O 6.341 2.869 0.377
43 C 7.051 3.731 1.234
44 H 5.374 1.928 -4.632
45 H 3.760 2.216 -5.230
46 H 4.370 0.549 -5.338
47 H 5.235 -0.096 -2.838
48 H 3.671 -0.766 -3.257
49 H 3.597 -0.704 -0.836
50 H 2.497 0.425 -1.500
51 H 4.966 0.794 -0.035
52 H 3.644 2.988 -1.553
53 H 5.192 2.385 -1.845
54 H 4.419 3.491 0.926
55 H 5.289 4.348 -0.447
56 H 6.431 3.991 2.105
57 H 7.289 4.688 0.763
58 H 7.888 3.201 1.683
59 C -2.050 -0.226 -3.025
60 O -2.046 0.703 -4.092
61 C -0.740 1.147 -4.418
62 C -0.875 2.147 -5.596
63 N -1.314 1.528 -6.812
64 C -1.304 2.411 -7.963
65 C -1.556 1.571 -9.199
66 O -2.916 1.250 -9.377
67 C -3.095 0.332 -10.434
68 H -2.905 -0.893 -3.106
69 H -2.127 0.401 -2.128
70 H -1.132 -0.809 -2.905
71 H -0.206 0.253 -4.757
72 H -0.224 1.621 -3.577
73 H 0.172 2.436 -5.724
74 H -1.530 2.922 -5.176
75 H -2.096 0.901 -6.704
76 H -0.348 2.936 -7.958
77 H -2.101 3.156 -7.822
78 H -0.917 0.683 -9.214
79 H -1.349 2.202 -10.080
80 H -2.588 -0.605 -10.195
81 H -2.779 0.744 -11.397
82 H -4.145 0.084 -10.592
83 C 4.861 -9.121 0.609
84 O 3.605 -8.542 0.719
85 C 3.410 -7.806 1.906
86 C 2.005 -7.235 2.031
87 N 1.738 -6.016 1.260
88 C 2.016 -6.178 -0.160
89 C 1.333 -5.126 -1.086
90 O -0.078 -5.230 -1.176
91 C -0.514 -6.226 -2.096
92 H 4.994 -10.029 1.209
93 H 5.662 -8.405 0.837
94 H 5.060 -9.389 -0.431
95 H 4.028 -6.900 1.957
96 H 3.609 -8.485 2.741
97 H 1.808 -7.009 3.082
98 H 1.230 -7.982 1.804
99 H 0.752 -5.829 1.390
100 H 1.772 -7.216 -0.440
101 H 3.102 -6.128 -0.284
102 H 1.910 -5.253 -2.008
103 H 1.533 -4.159 -0.622
104 H -0.664 -5.717 -3.054
105 H -1.484 -6.652 -1.848
106 H 0.205 -7.022 -2.290
107 C 3.907 1.676 3.802
108 O 2.821 1.735 2.902
109 C 2.113 2.969 2.812
110 C 1.027 2.949 1.713
111 N 1.510 2.866 0.312
112 C 0.346 2.644 -0.539
113 C -0.522 3.875 -0.844
114 O -1.426 3.922 0.252
115 C -2.028 5.177 0.476
116 H 4.745 2.321 3.514
117 H 4.162 0.620 3.797
118 H 3.679 2.023 4.815
119 H 2.772 3.842 2.718
120 H 1.657 3.103 3.799
121 H 0.385 3.832 1.749
122 H 0.360 2.096 1.846
123 H 2.012 3.691 0.007
124 H -0.271 1.841 -0.139
125 H 0.637 2.275 -1.531
126 H -1.059 3.977 -1.792
127 H 0.154 4.745 -0.823
128 H -2.832 5.004 1.189
129 H -2.525 5.530 -0.436
130 H -1.295 5.926 0.791
131 C -7.049 1.765 3.067
132 O -6.321 2.840 2.522
133 C -5.032 2.519 2.027
134 C -5.134 1.713 0.736
135 N -5.620 2.459 -0.406
136 C -4.858 3.600 -0.848
137 C -5.429 4.309 -2.065
138 O -5.386 3.509 -3.251
139 C -4.148 3.502 -3.955
140 H -6.526 1.331 3.925
141 H -7.159 0.941 2.356
142 H -8.046 2.097 3.344
143 H -4.491 1.929 2.775
144 H -4.434 3.415 1.862
145 H -5.799 0.861 0.851
146 H -4.148 1.300 0.477
147 H -6.118 1.972 -1.128
148 H -3.835 3.293 -1.120
149 H -4.831 4.341 -0.047
150 H -5.051 5.306 -2.307
151 H -6.508 4.412 -1.912
152 H -3.276 3.582 -3.303
153 H -4.115 4.238 -4.762
154 H -4.167 2.513 -4.413
155 O -1.085 -4.630 1.172
156 H -0.830 -4.708 0.221
157 H -1.306 -3.679 1.297
158 O 3.459 -3.004 0.781
159 H 4.201 -2.790 1.354
160 H 2.923 -2.184 0.753
161 O -3.572 -3.820 2.722
162 H -3.077 -4.511 3.170
163 H -2.900 -3.165 2.468
164 O -4.067 -0.916 2.460
165 H -3.122 -1.108 2.305
166 H -4.445 -1.766 2.721